(1)
Here is 7 unconnected molecules or ions with the total composition C39H91BrF10N6O8PS2 in a non-equilibrium geometry from the OMol25 dataset. Energies are from ωB97M-V/def2-TZVPD.

Geometry as XYZ:
```
158
Properties=species:S:1:pos:R:3:mulliken_charge:R:1
C 2.97 5.92 -6.94 -0.929
C 4.32 6.48 -6.40 -0.715
C 5.17 5.42 -5.64 -0.814
C 4.25 4.70 -4.61 1.118
C 5.01 4.17 -3.41 -1.900
C 4.39 3.41 -2.22 -1.192
P 2.71 3.76 -1.41 1.528
S 0.75 4.22 -0.52 -0.114
C 3.66 4.02 0.24 -1.408
C 4.79 5.07 0.33 -1.540
C 1.76 3.45 -3.11 -1.726
Br -0.26 3.47 -2.81 -0.182
C 1.93 2.24 -4.03 0.220
C 3.17 1.38 -4.33 -1.466
C 2.71 5.73 -1.64 0.219
F 3.76 6.39 -2.14 -0.243
F 2.36 6.37 -0.45 -0.286
F 1.60 6.23 -2.35 -0.297
S 2.40 1.63 -0.64 1.843
O 3.64 0.86 -0.59 -0.810
O 2.00 1.73 0.77 -0.857
C 1.10 0.39 -1.17 0.223
F 1.32 -0.34 -2.30 -0.305
F 1.51 -0.65 -0.31 -0.297
C -0.42 0.41 -0.76 0.893
F -0.74 -0.61 0.11 -0.424
F -0.81 1.45 -0.03 -0.219
C -1.50 0.17 -1.90 0.328
F -2.52 1.00 -1.68 -0.285
F -2.04 -1.05 -1.84 -0.318
F -1.13 0.35 -3.16 -0.097
H 2.21 6.11 -6.17 0.215
H 3.00 4.83 -7.08 0.221
H 2.61 6.41 -7.85 0.369
H 4.87 6.92 -7.24 0.466
H 4.07 7.29 -5.71 0.296
H 5.99 5.93 -5.13 0.419
H 5.52 4.70 -6.40 0.279
H 3.49 5.46 -4.36 0.070
H 3.69 3.96 -5.21 -0.219
H 5.61 5.01 -3.03 0.330
H 5.81 3.52 -3.83 0.480
H 5.20 3.26 -1.50 0.776
H 4.35 2.36 -2.54 0.682
H 0.77 4.17 0.84 0.069
H 4.18 3.12 0.58 0.870
H 2.98 4.26 1.06 0.223
H 4.47 6.06 0.69 0.338
H 5.53 4.76 1.09 0.320
H 5.38 5.26 -0.58 0.258
H 1.87 4.34 -3.73 1.459
H 1.09 1.55 -3.90 -0.454
H 1.66 2.58 -5.05 0.347
H 3.48 0.73 -3.50 0.259
H 4.08 1.91 -4.62 0.441
H 2.96 0.70 -5.17 0.368
C 0.38 -2.18 4.98 -1.442
C 0.08 -1.50 3.65 0.502
C -0.57 -0.12 3.80 1.035
O -1.95 -0.15 4.14 -0.472
C -2.21 -0.35 5.51 -0.691
N -0.73 -2.40 2.82 -0.538
H -0.52 -2.61 5.44 0.236
H 1.08 -3.01 4.83 0.185
H 0.83 -1.49 5.69 0.293
H 1.04 -1.35 3.14 0.401
H -0.52 0.39 2.83 -0.128
H -0.01 0.51 4.50 -0.616
H -1.46 0.12 6.15 0.249
H -2.28 -1.42 5.74 0.253
H -3.19 0.09 5.74 0.279
H -0.83 -2.00 1.90 0.174
H -1.68 -2.39 3.20 0.359
C -5.06 -2.67 -0.35 -1.288
C -3.75 -3.43 -0.14 1.238
C -3.55 -4.59 -1.14 -0.905
O -4.32 -5.75 -0.87 -0.413
C -5.66 -5.68 -1.33 -0.563
N -3.70 -3.90 1.25 -0.644
H -5.92 -3.21 0.03 -0.129
H -5.02 -1.72 0.17 0.373
H -5.22 -2.46 -1.41 0.400
H -2.94 -2.73 -0.29 -0.168
H -2.50 -4.91 -1.06 0.371
H -3.69 -4.25 -2.17 0.463
H -5.75 -5.12 -2.26 0.292
H -6.31 -5.24 -0.56 0.140
H -6.00 -6.70 -1.51 0.273
H -2.78 -4.31 1.41 0.295
H -4.34 -4.69 1.34 0.304
C -1.20 -0.85 -8.86 -1.390
C 0.29 -0.96 -9.16 0.371
C 1.12 -1.47 -7.97 -0.833
O 1.34 -0.52 -6.95 -0.251
C 0.27 -0.35 -6.04 -0.051
N 0.77 0.35 -9.64 -0.763
H -1.45 0.02 -8.26 0.282
H -1.77 -0.76 -9.80 0.343
H -1.57 -1.74 -8.34 0.347
H 0.41 -1.68 -9.97 0.452
H 2.11 -1.73 -8.34 0.353
H 0.69 -2.39 -7.55 0.387
H -0.26 -1.29 -5.85 0.372
H -0.43 0.41 -6.40 0.184
H 0.68 0.01 -5.10 -0.418
H 1.74 0.25 -9.93 0.271
H 0.82 0.96 -8.83 0.330
C 1.68 2.62 4.64 -1.494
C 3.15 2.51 4.24 1.113
C 4.06 1.99 5.36 -1.026
O 4.36 2.94 6.37 -0.430
C 3.36 3.11 7.35 -0.627
N 3.60 3.81 3.73 -0.511
H 1.48 3.50 5.26 0.240
H 1.06 2.71 3.75 0.372
H 1.36 1.74 5.19 0.245
H 3.20 1.79 3.42 0.013
H 5.02 1.72 4.92 0.406
H 3.66 1.07 5.81 0.460
H 2.84 2.17 7.57 0.259
H 2.64 3.87 7.05 0.234
H 3.84 3.45 8.27 0.276
H 4.54 3.71 3.36 0.244
H 3.72 4.43 4.54 0.289
C -10.05 -0.90 3.03 -1.448
C -9.58 -2.22 2.42 0.359
C -8.16 -2.16 1.83 -0.643
O -8.07 -1.50 0.58 -0.338
C -8.03 -0.09 0.65 -0.792
N -10.57 -2.66 1.43 -0.762
H -10.36 -0.18 2.27 0.285
H -10.92 -1.07 3.67 0.362
H -9.27 -0.44 3.64 0.342
H -9.56 -2.95 3.23 0.422
H -7.83 -3.18 1.65 0.294
H -7.45 -1.72 2.54 0.414
H -7.49 0.26 1.54 0.343
H -9.04 0.33 0.64 0.269
H -7.51 0.28 -0.23 0.279
H -10.31 -3.59 1.11 0.275
H -10.45 -2.08 0.60 0.337
C 2.44 -8.23 6.20 -1.415
C 1.65 -7.33 5.25 0.328
C 2.17 -5.88 5.20 -0.731
O 1.81 -5.09 6.32 -0.263
C 2.62 -5.27 7.46 -0.782
N 0.23 -7.39 5.61 -0.758
H 2.18 -8.06 7.24 0.286
H 2.22 -9.28 5.98 0.361
H 3.51 -8.08 6.08 0.337
H 1.76 -7.75 4.24 0.398
H 1.70 -5.39 4.34 0.364
H 3.25 -5.85 5.04 0.437
H 3.67 -5.47 7.19 0.348
H 2.24 -6.08 8.09 0.233
H 2.58 -4.35 8.05 0.249
H -0.31 -6.88 4.92 0.283
H 0.11 -6.84 6.46 0.327
```

Results
LUMO energy = 0.076 Ha
E_HOMO = -0.1752 hartree
HOMO-LUMO gap = 6.83 eV
Net charge = -1
2S+1 = 1

(2)
Here is 13 unconnected molecules or ions with the total composition C39H91N3O18S5 in a non-equilibrium geometry from the OMol25 dataset. Energies are from ωB97M-V/def2-TZVPD.

Geometry as XYZ:
```
156
Properties=species:S:1:pos:R:3:mulliken_charge:R:1
C -9.03 12.02 -19.96 -0.320
S -7.45 11.22 -20.46 0.530
O -7.55 9.70 -20.55 -0.671
C -7.44 11.74 -22.24 -1.112
H -9.09 11.90 -18.88 -0.272
H -9.95 11.70 -20.45 0.583
H -8.95 13.08 -20.19 0.165
H -6.66 11.30 -22.86 0.379
H -7.47 12.81 -22.42 0.320
H -8.42 11.43 -22.62 0.339
C -13.63 13.93 -12.30 -1.284
S -12.56 13.18 -13.60 0.906
O -13.01 11.73 -13.73 -0.627
C -13.45 14.12 -14.94 -1.330
H -14.71 13.87 -12.47 0.468
H -13.40 14.99 -12.25 0.366
H -13.51 13.50 -11.30 0.340
H -13.25 15.17 -14.72 0.388
H -14.53 14.02 -15.02 0.468
H -13.04 13.90 -15.93 0.298
C -9.75 11.26 -13.71 -0.312
S -8.79 12.70 -14.42 -0.187
O -9.62 13.95 -14.28 0.277
C -8.76 12.13 -16.21 -1.129
H -10.50 11.04 -14.48 0.268
H -10.15 11.52 -12.74 0.197
H -9.18 10.33 -13.75 -0.132
H -8.72 12.98 -16.89 0.085
H -9.70 11.67 -16.49 0.783
H -7.96 11.44 -16.48 0.058
C -6.34 15.56 -17.33 -0.678
S -6.07 14.37 -18.74 0.843
O -7.14 14.73 -19.71 -0.681
C -4.46 15.00 -19.26 -1.236
H -5.72 15.45 -16.44 0.354
H -7.36 15.30 -17.07 -0.383
H -6.31 16.62 -17.59 0.643
H -3.67 14.58 -18.65 0.335
H -4.46 16.09 -19.40 0.378
H -4.29 14.60 -20.25 0.405
C -9.65 8.42 -18.65 -0.740
S -10.99 8.50 -17.38 0.757
O -11.42 9.98 -17.31 -0.606
C -12.23 7.53 -18.33 -1.176
H -9.25 7.42 -18.85 0.498
H -8.86 8.94 -18.09 -0.096
H -9.82 9.03 -19.53 0.295
H -13.24 7.54 -17.94 0.325
H -11.92 6.49 -18.45 0.370
H -12.21 8.00 -19.31 0.374
C -13.51 8.33 -14.48 0.079
O -13.85 7.59 -15.38 -0.627
N -13.57 8.06 -13.14 0.123
C -13.96 6.82 -12.54 -0.987
C -13.02 8.91 -12.12 -0.839
H -13.12 9.34 -14.70 0.513
H -14.70 7.10 -11.78 0.363
H -13.10 6.26 -12.18 0.253
H -14.46 6.10 -13.19 0.332
H -12.61 9.91 -12.30 0.061
H -13.83 8.99 -11.40 0.358
H -12.17 8.46 -11.61 0.380
C -4.83 16.40 -12.95 0.235
O -4.33 17.32 -12.21 -0.689
N -6.13 16.24 -13.06 0.212
C -6.73 15.29 -13.97 0.438
C -7.17 17.10 -12.31 -0.937
H -4.32 15.63 -13.56 0.220
H -7.55 14.69 -13.57 -0.266
H -6.10 14.54 -14.43 -0.539
H -7.17 15.89 -14.77 0.193
H -7.97 17.46 -12.96 0.238
H -7.60 16.49 -11.52 0.326
H -6.72 17.94 -11.79 0.372
C -10.82 17.30 -13.61 0.287
O -10.81 18.18 -12.80 -0.659
N -10.71 17.58 -14.93 0.174
C -10.64 18.94 -15.44 -1.150
C -10.74 16.54 -15.97 -0.385
H -10.72 16.23 -13.37 0.392
H -10.54 19.64 -14.61 0.354
H -11.60 19.18 -15.90 0.349
H -9.88 18.99 -16.21 0.318
H -11.40 16.92 -16.75 0.390
H -9.80 16.35 -16.49 0.099
H -11.11 15.60 -15.55 -0.200
O -10.76 14.20 -21.66 -0.599
C -11.44 14.91 -20.89 0.379
O -12.52 15.71 -21.15 -0.280
C -12.95 15.74 -22.50 -0.121
C -14.30 16.44 -22.59 -1.289
C -11.03 15.00 -19.41 -0.090
H -13.30 14.76 -22.84 0.255
H -12.13 16.08 -23.14 0.344
H -14.79 16.25 -23.54 0.375
H -14.32 17.52 -22.52 0.336
H -14.98 16.16 -21.78 0.303
H -10.29 14.31 -19.00 -0.148
H -11.98 14.80 -18.91 0.308
H -10.76 16.04 -19.22 0.285
O -5.76 12.57 -15.84 0.059
C -4.97 11.70 -16.10 0.512
O -3.77 11.43 -15.59 -0.310
C -3.18 12.40 -14.74 0.243
C -1.68 12.21 -14.99 -1.462
C -5.31 10.61 -17.13 -0.670
H -3.33 12.14 -13.69 0.158
H -3.53 13.42 -14.88 0.092
H -1.28 12.55 -15.94 0.340
H -1.25 11.21 -14.92 0.332
H -1.13 12.83 -14.28 0.434
H -5.93 9.80 -16.74 0.157
H -4.38 10.16 -17.46 0.455
H -5.84 11.11 -17.94 -0.065
O -11.82 15.73 -10.54 -0.572
C -10.66 15.99 -10.20 0.846
O -9.62 15.17 -10.14 -0.349
C -9.74 13.75 -10.41 0.800
C -10.00 12.96 -9.09 -1.227
C -10.27 17.32 -9.74 -1.137
H -8.84 13.39 -10.91 0.244
H -10.60 13.51 -11.03 -0.385
H -9.10 12.91 -8.49 0.335
H -10.26 11.92 -9.31 0.132
H -10.81 13.44 -8.54 0.433
H -9.72 17.22 -8.80 0.402
H -11.14 17.96 -9.59 0.344
H -9.58 17.78 -10.46 0.144
O -7.82 10.74 -10.70 -0.364
C -7.42 9.68 -10.21 0.710
O -6.35 9.00 -10.53 -0.374
C -5.54 9.41 -11.68 -0.534
C -6.20 9.07 -12.99 -0.113
C -8.20 8.97 -9.10 -1.079
H -4.52 9.04 -11.63 0.436
H -5.47 10.50 -11.67 0.287
H -6.99 9.74 -13.32 -0.284
H -6.64 8.08 -13.00 0.087
H -5.42 9.16 -13.75 0.395
H -7.52 9.00 -8.25 0.356
H -8.54 7.99 -9.42 0.287
H -9.01 9.65 -8.86 0.211
O -7.38 4.12 -13.21 -0.625
C -8.26 4.34 -14.10 0.730
O -8.97 5.41 -14.13 -0.202
C -9.10 6.30 -13.00 -0.613
C -9.76 7.52 -13.46 0.651
C -8.53 3.26 -15.11 -1.052
H -8.15 6.60 -12.55 0.279
H -9.69 5.84 -12.20 0.336
H -9.31 8.39 -12.99 -0.467
H -10.82 7.45 -13.22 -0.035
H -9.63 7.77 -14.51 0.144
H -8.71 3.64 -16.12 0.303
H -9.41 2.74 -14.76 0.267
H -7.71 2.54 -15.16 0.316
```

Results
LUMO energy = 0.007 Ha
E_HOMO = -0.3222 hartree
HOMO-LUMO gap = 8.95 eV
Net charge = 0
2S+1 = 1
Energy above the lowest of the compared OMol25 structures with the same formula, charge and spin = 75.9 kcal per mole

(3)
Here is 12 unconnected molecules or ions with the total composition C39H93N9O15 in a non-equilibrium geometry from the OMol25 dataset. Energies are from ωB97M-V/def2-TZVPD.

Geometry as XYZ:
```
156
Properties=species:S:1:pos:R:3:mulliken_charge:R:1
C -2.89 5.90 0.68 -0.435
O -2.38 6.10 -0.61 -0.403
C -1.00 6.29 -0.71 0.013
C -0.53 5.88 -2.10 -0.853
O -0.49 4.48 -2.27 0.055
C -0.34 4.06 -3.60 -0.686
H -3.90 5.51 0.58 0.300
H -2.86 6.87 1.21 0.362
H -2.40 5.13 1.29 -0.025
H -0.43 5.64 -0.02 -0.191
H -0.71 7.31 -0.43 0.428
H 0.43 6.30 -2.41 0.462
H -1.29 6.27 -2.79 0.351
H -0.09 3.00 -3.56 -0.110
H 0.47 4.55 -4.14 0.375
H -1.27 4.14 -4.17 0.370
C -1.17 1.40 -9.91 -0.763
O -1.28 2.23 -8.78 -0.296
C -2.60 2.28 -8.25 -0.613
C -2.55 3.01 -6.93 -0.675
O -1.71 2.48 -5.94 -0.126
C -1.74 1.07 -5.75 -0.497
H -1.80 1.74 -10.73 0.299
H -1.49 0.38 -9.67 0.311
H -0.14 1.32 -10.24 0.261
H -2.97 1.25 -8.19 0.390
H -3.24 2.80 -8.97 0.444
H -3.57 2.99 -6.53 0.381
H -2.27 4.05 -7.12 0.313
H -1.50 0.54 -6.68 0.255
H -2.69 0.72 -5.34 0.355
H -0.90 0.91 -5.08 -0.042
C -1.62 -3.50 5.64 -0.442
O -1.86 -2.11 5.83 -0.500
C -1.39 -1.35 4.74 -0.608
C -2.37 -1.24 3.57 0.698
O -2.49 -2.47 2.88 -0.042
C -3.49 -2.45 1.89 -0.768
H -2.39 -3.89 4.97 0.184
H -1.69 -3.99 6.61 0.339
H -0.62 -3.69 5.25 0.083
H -0.40 -1.65 4.39 0.239
H -1.28 -0.31 5.04 0.247
H -2.06 -0.44 2.88 -0.650
H -3.31 -0.91 4.02 0.415
H -3.54 -3.42 1.38 0.176
H -3.38 -1.65 1.15 0.206
H -4.47 -2.43 2.39 0.374
C 0.09 -5.81 -1.29 -0.721
C -1.04 -5.88 -0.29 0.990
O -2.18 -6.16 -0.66 -0.730
N -0.74 -5.64 1.00 0.214
C -1.63 -5.83 2.13 -1.238
H 1.05 -5.54 -0.85 0.167
H -0.18 -5.07 -2.05 -0.086
H 0.19 -6.79 -1.75 0.388
H 0.26 -5.56 1.23 0.086
H -1.43 -5.02 2.83 0.329
H -1.40 -6.77 2.62 0.332
H -2.67 -5.91 1.83 0.359
C 1.65 3.57 1.04 -0.411
C 2.68 3.40 -0.05 0.325
O 3.49 4.26 -0.35 -0.730
N 2.59 2.21 -0.70 0.678
C 3.35 1.93 -1.91 -1.262
H 2.01 3.13 1.96 0.229
H 0.66 3.16 0.81 -0.131
H 1.49 4.65 1.11 0.507
H 1.95 1.54 -0.32 -0.280
H 4.34 1.52 -1.74 0.284
H 3.50 2.86 -2.46 0.452
H 2.79 1.24 -2.54 0.347
C 6.25 -1.99 -4.28 -1.130
C 5.22 -1.51 -3.29 0.648
O 4.36 -0.70 -3.62 -0.558
N 5.23 -2.10 -2.08 -0.132
C 4.38 -1.78 -0.96 -0.452
H 7.00 -2.66 -3.86 0.368
H 6.85 -1.17 -4.67 0.291
H 5.80 -2.45 -5.16 0.261
H 6.05 -2.64 -1.85 0.280
H 4.32 -0.71 -0.78 0.022
H 4.66 -2.31 -0.05 0.362
H 3.38 -2.19 -1.16 0.036
C 1.66 -6.62 4.11 -1.103
C 2.05 -5.45 3.21 0.666
O 1.91 -5.54 2.00 -0.799
N 2.58 -4.38 3.85 -0.050
C 2.99 -3.16 3.21 -0.376
H 0.58 -6.74 3.97 0.174
H 1.98 -6.64 5.15 0.399
H 2.09 -7.55 3.73 0.341
H 2.51 -4.47 4.85 0.259
H 3.41 -2.47 3.94 0.396
H 2.13 -2.59 2.85 -0.176
H 3.69 -3.33 2.39 0.212
C -0.47 2.50 3.77 -0.035
C -0.41 3.97 4.13 0.504
O 0.66 4.51 4.37 -0.717
N -1.61 4.59 4.19 0.087
C -1.72 5.99 4.51 -0.983
H 0.47 1.99 3.95 0.192
H -0.71 2.46 2.70 -0.277
H -1.33 2.09 4.30 0.350
H -2.43 4.02 4.05 0.038
H -2.33 6.54 3.80 0.242
H -0.78 6.51 4.69 0.352
H -2.25 6.08 5.47 0.368
C -0.79 0.87 -1.24 -1.077
C -0.19 0.03 -0.15 0.606
O 0.31 0.57 0.84 -0.238
N -0.29 -1.30 -0.30 0.579
C 0.18 -2.24 0.70 0.353
H -1.85 0.60 -1.35 0.396
H -0.31 0.63 -2.19 0.130
H -0.84 1.93 -1.02 0.023
H -0.75 -1.59 -1.16 -0.187
H 0.58 -1.72 1.58 -0.707
H 1.04 -2.79 0.33 0.301
H -0.67 -2.85 1.00 -0.017
C -1.98 -3.66 -4.40 -1.209
C -1.03 -2.64 -3.79 0.584
O -1.47 -1.85 -2.95 -0.806
N 0.23 -2.62 -4.23 -0.028
C 1.29 -1.77 -3.73 -0.434
H -2.89 -3.10 -4.61 0.326
H -2.18 -4.41 -3.64 0.234
H -1.68 -4.09 -5.36 0.452
H 0.38 -3.04 -5.13 0.244
H 1.28 -0.81 -4.26 0.273
H 2.26 -2.24 -3.87 0.348
H 1.14 -1.46 -2.70 -0.153
C -6.29 2.07 3.70 -1.190
C -4.90 2.00 3.14 0.539
O -3.92 2.30 3.80 -0.622
N -4.81 1.67 1.82 -0.043
C -3.58 1.76 1.05 0.019
H -7.12 1.93 3.01 0.400
H -6.46 3.05 4.15 0.310
H -6.36 1.32 4.49 0.261
H -5.68 1.79 1.33 0.268
H -3.18 2.78 1.08 -0.106
H -3.77 1.51 0.01 0.508
H -2.84 1.10 1.48 -0.342
C 3.19 0.28 2.59 0.364
C 3.94 0.24 3.92 0.329
O 3.35 0.28 4.99 -0.668
N 5.28 0.11 3.85 -0.126
C 6.19 -0.03 4.97 -0.893
H 3.70 -0.37 1.88 0.158
H 3.06 1.33 2.36 0.273
H 2.23 -0.23 2.68 -0.705
H 5.76 0.21 2.97 0.251
H 6.01 -1.02 5.42 0.253
H 5.92 0.68 5.76 0.294
H 7.23 0.14 4.72 0.361
```

Results
LUMO energy = 0.009 Ha
E_HOMO = -0.3209 hartree
HOMO-LUMO gap = 8.96 eV
Net charge = 0
2S+1 = 1
Energy above the lowest of the compared OMol25 structures with the same formula, charge and spin = 0.0 kcal per mole